(1)
121
Properties=species:S:1:pos:R:3:forces:R:3 method="wB97M-V/def2-TZVPD" total_energy_ev=-152103.712 gap_ev=7.217 charge=-1 largest_force_ev_per_a=8.9
H -1.71414 5.69808 -9.81216 0.29 -0.06 0.24
H -2.93112 7.20530 1.22274 0.11 -0.48 -0.28
C 1.54294 3.87792 -0.81426 0.36 0.41 -1.04
H 12.76118 -2.17107 -8.60818 -0.13 -0.01 0.24
C 12.69242 -2.82522 -7.73307 0.35 0.31 0.07
C -5.13734 -3.85181 5.93962 0.17 0.61 0.08
O 0.35558 0.42391 -1.26255 0.67 -1.29 -0.66
H -4.67268 3.97828 -2.05594 0.53 -0.56 1.95
O -4.31886 3.71924 -1.13695 1.93 1.85 -2.52
O -2.16121 -3.17587 9.57026 -0.57 0.73 1.11
O -0.47059 5.47650 -8.20020 0.21 0.01 0.77
H -4.94088 7.09352 -0.39255 -0.01 -0.20 -0.23
H 7.00046 -3.44750 -3.85873 -0.14 -0.23 -0.05
O 4.73075 -3.83753 -5.23631 1.37 -0.53 -1.17
H 1.00046 6.31250 -4.71506 -0.13 -0.26 0.01
H 2.51580 3.37910 -1.27111 -1.91 1.21 0.94
C 10.42829 -3.29774 -8.07758 -0.38 0.35 -0.04
H -3.07174 8.42476 -2.46335 1.50 -0.17 1.92
P -2.83984 4.68188 -0.95910 2.17 -3.23 2.60
H 1.09632 -0.62626 5.73731 -0.17 0.20 -0.04
H 7.60932 -4.85104 -8.54492 0.43 0.11 0.13
H -2.66912 -1.39006 13.38697 0.12 -0.16 -0.33
C 0.55317 -0.75661 -1.90184 -0.64 0.14 0.02
H -0.34686 8.87640 -2.30049 -0.90 -2.24 0.48
C 5.62420 -4.18183 -5.99409 -0.52 0.17 0.50
C -0.37580 5.57817 -6.85043 -0.35 0.17 0.71
H -5.41974 1.41149 -0.05274 -0.02 -0.33 0.12
C 1.13200 5.29101 -5.08631 0.12 0.11 0.66
H -1.12221 5.01352 -2.47506 -1.58 -0.45 0.20
O -2.43815 -2.25014 11.54281 -0.32 -0.28 -0.79
O -1.00003 1.01400 8.55226 0.39 -0.29 -0.85
H -2.52067 5.14004 -8.33396 0.11 0.24 0.07
C -3.28513 -1.65252 12.52242 -0.24 0.19 0.33
O 10.13209 -2.11314 -8.07315 0.50 -1.69 0.00
O -5.68621 -5.14740 5.70647 0.33 -1.13 0.60
H -3.06590 1.08971 8.30652 0.14 -0.23 0.04
H 12.50469 -2.24185 -6.82588 -0.06 0.01 -0.27
Ga -3.35676 6.89070 -0.30918 -0.23 1.78 0.50
C -5.13262 -1.67761 0.92319 0.54 0.46 -0.18
C -3.07785 -2.62770 10.40722 -0.25 -0.21 -0.39
O 11.67550 -3.80797 -7.91842 -0.89 0.20 -0.12
O -6.10051 -2.56578 1.26334 0.47 0.54 -0.19
C -5.16375 -6.12433 6.49006 0.12 0.20 0.08
C -0.67462 0.52287 7.32992 -0.19 -0.25 -0.37
O 9.56766 -4.33380 -8.24262 1.07 0.77 0.14
H -1.87573 -4.04192 7.73658 0.01 0.15 0.34
O -5.73394 -0.50998 0.58222 0.24 -1.47 0.44
H -3.73936 -0.73589 12.13250 -0.06 -0.26 0.02
H 8.09712 -3.33446 -9.32554 0.09 0.04 0.21
H 1.96280 -2.21918 -3.59504 -0.08 -0.09 0.24
H 0.45695 0.87141 4.96536 0.03 -0.21 0.17
O 0.59210 0.91537 7.04230 -1.04 -0.23 0.48
H 13.64736 -3.34490 -7.61633 -0.34 -0.16 -0.06
C -2.69581 -3.62215 8.32555 -0.36 -0.30 -0.45
C 1.07192 0.46758 5.77604 0.20 -0.14 -0.54
H 6.47933 -5.16465 -3.69281 0.00 0.25 -0.10
H -4.05490 -2.35874 12.84978 0.03 0.19 -0.19
C 2.24265 -2.24341 -2.53690 0.14 -0.35 -0.20
H 2.16966 4.99301 -4.91240 -0.19 0.03 -0.32
H -4.25005 -8.59299 6.74327 -0.16 0.14 0.16
C 7.13200 -4.46899 -4.22998 0.14 0.03 0.59
C -5.31691 -8.41853 6.91597 0.14 -0.41 0.25
H -2.42664 -0.40795 9.07838 -0.02 0.20 -0.20
H 1.77839 -3.09653 -2.03182 -0.06 0.16 -0.20
O -1.26925 5.92248 -6.09264 1.37 -0.51 -1.27
C -2.39776 8.29704 -1.48606 0.28 0.84 -1.75
H -2.46782 1.12150 9.97633 0.32 0.02 -0.21
H -6.46967 -4.47747 1.89828 -0.01 0.36 -0.10
H -4.97248 -3.76896 2.53368 0.04 -0.01 -0.26
H -4.16149 0.77993 1.02657 -0.03 -0.12 -0.24
O -4.29858 -5.97680 7.33902 -1.29 -0.45 -1.27
H 1.38483 3.39037 0.24583 0.13 1.43 -2.18
H 2.09286 0.83883 5.65095 -0.25 0.06 0.30
O 5.52941 -4.28350 -7.34387 0.12 -0.02 1.06
H 0.65848 3.63854 -1.56778 1.77 0.59 1.90
H -1.00748 7.26872 -3.04680 0.34 0.88 2.50
O 1.88385 -1.02199 -1.89374 -0.76 0.23 0.05
C 8.20764 -3.94390 -8.42285 -0.56 0.17 -0.09
H 7.84064 -3.40536 -7.54315 0.23 -0.06 -0.38
C -1.00904 0.83288 -1.19399 -0.75 0.41 0.18
C 1.82439 5.51497 -0.74897 3.82 3.56 3.88
C -5.61064 -3.84890 1.64778 0.10 -0.37 0.09
H -0.47043 6.23667 -0.32486 0.47 1.76 -0.98
H -5.06961 -4.31931 0.82038 0.07 0.16 0.22
H 8.16966 -4.76700 -4.05607 -0.19 0.02 -0.35
H -3.12661 -2.78432 7.76786 0.04 -0.10 0.19
O 0.88526 5.23033 -6.48973 -0.99 0.20 -0.67
H -5.33321 -3.52880 6.96718 0.15 -0.13 -0.14
H -5.86901 -9.29813 6.57376 -0.03 0.37 -0.13
H 4.00035 -2.90286 -7.64347 -0.02 -0.26 0.10
H 4.28586 -4.06192 -8.95583 0.29 -0.06 0.25
H 3.32849 -2.35390 -2.47078 -0.21 0.27 0.10
C -4.83082 0.52514 0.19860 0.41 0.69 -0.21
H -2.36309 9.39059 -1.00865 -0.01 -2.46 -0.79
C 0.03746 7.11563 -0.90637 -0.26 0.02 -0.10
O 1.16035 6.48760 -1.67929 0.63 -2.93 2.54
O -0.31494 -1.45769 -2.39774 1.33 0.88 0.63
H -4.25850 0.22959 -0.68665 -0.01 0.00 0.26
C -0.90889 7.86234 -2.01675 0.37 1.39 -0.22
O 2.69184 6.07087 0.14210 -5.56 -3.97 -5.69
O -1.97049 3.93963 0.17826 -2.51 2.00 -4.05
C -1.75268 5.81476 -8.72564 -0.39 0.10 -0.15
O -4.27019 -2.49703 10.17851 1.61 -0.11 0.38
H -1.99965 6.85715 -8.49981 -0.04 -0.25 0.12
C 4.24732 -3.94525 -7.86931 -0.56 0.16 -0.23
H -1.60329 0.10273 -0.63523 0.10 0.01 -0.23
H -4.06330 -3.84372 5.72788 -0.17 -0.04 0.15
H -1.41880 0.98019 -2.19847 0.04 -0.17 0.16
O -3.93046 -1.89175 0.92389 -1.75 0.16 0.05
H -1.04938 1.78788 -0.66283 0.19 -0.11 -0.06
H 0.47933 4.59535 -4.54914 -0.02 0.24 -0.08
O -2.05137 4.64256 -2.53667 -0.13 -0.09 1.86
H -3.44202 -4.40711 8.48514 0.22 0.42 -0.03
O -1.39572 -0.15402 6.61378 1.01 0.92 1.09
O 6.88526 -4.52967 -5.63340 -0.95 0.20 -0.47
O -5.77057 -7.29376 6.16540 0.38 0.96 0.15
H -5.51982 -8.27808 7.98259 0.19 0.05 -0.18
C -2.31551 0.67749 8.98877 -0.44 -0.10 0.13
H 3.47933 -4.61996 -7.47763 0.13 0.24 0.06
H 0.55184 7.82791 -0.12965 -1.30 -1.17 -1.51
H -5.62732 -3.14976 5.25929 -0.04 -0.37 0.04

---

(2)
33
Properties=species:S:1:pos:R:3:forces:R:3 method="wB97M-V/def2-TZVPD" total_energy_ev=-63131.107 gap_ev="4.795 / 4.567" multiplicity=3 charge=-2 largest_force_ev_per_a=3.4
H 2.42514 -0.40412 4.12777 -0.19 -0.02 0.00
H 1.74521 1.31872 -2.96759 -0.19 -0.14 0.16
C 0.97168 1.23770 -2.20313 0.14 0.79 -0.94
H -2.54101 0.20368 1.40217 -0.11 -0.09 0.09
H -2.49035 -0.40806 4.13761 0.16 0.00 0.04
O -0.09950 -0.24117 2.10496 -0.15 -0.01 1.16
H 0.86728 2.26321 3.90489 -0.13 -0.15 0.01
Ni 0.32332 -0.36065 -1.17673 1.05 1.71 0.34
C 1.50139 -0.89244 4.46730 0.09 -0.05 0.36
H -0.51634 -2.39395 -0.18775 -0.01 -0.26 -0.25
H -1.63224 -1.95242 4.20060 0.09 0.17 0.01
C -0.12118 1.36498 -0.17712 -0.30 1.37 0.04
C 1.47980 -1.64920 -0.56445 0.55 -1.04 0.01
H 0.00530 1.76575 5.37800 -0.01 0.12 -0.02
H 2.31359 -1.71890 -1.28239 -0.03 -0.30 0.48
H -1.51976 -0.82767 5.57606 -0.18 -0.06 0.06
H -0.86135 0.76446 -3.38905 -0.10 -0.02 -0.13
H -0.30536 1.53602 0.87241 0.03 -0.29 -0.12
C 1.15142 1.46781 -0.80929 -0.49 0.65 0.11
H -2.16022 1.00063 -1.01030 -0.07 -0.21 -0.01
C -1.56659 -0.89227 4.48056 0.05 -0.04 0.45
C -0.01522 1.72589 4.27928 0.02 0.08 0.34
H 1.57542 -1.95453 4.19749 -0.09 0.17 -0.01
C 0.17404 -2.08065 -0.97822 -0.23 -3.35 0.26
C -0.41247 0.93985 -2.42396 -0.02 1.02 -1.01
H -0.90688 2.26757 3.93531 0.12 -0.13 0.02
H 1.70879 -1.63687 0.50675 0.08 0.13 -0.33
H 0.06592 -2.55095 -1.96302 -0.14 -0.48 0.23
H 1.46399 -0.82168 5.56359 0.10 -0.04 0.01
H 2.08358 1.73092 -0.31418 -0.19 -0.25 -0.08
N -3.58271 0.25645 1.51849 0.41 0.01 -0.06
C -1.09236 1.02887 -1.16980 -0.04 0.95 0.39
Si -0.03501 -0.08665 3.67631 -0.21 -0.25 -1.59

---

(3)
16
Properties=species:S:1:pos:R:3:forces:R:3 method="wB97M-V/def2-TZVPD" total_energy_ev=-10337.180 gap_ev=9.774 largest_force_ev_per_a=8.6
C 0.82139 0.72165 -0.44162 -2.68 -1.64 -0.70
H 2.42688 -0.72798 0.30403 -4.87 -0.52 -2.48
C -1.14739 0.22556 0.25894 0.77 -2.41 -1.46
H -2.17939 0.35506 0.59857 0.35 0.48 -0.16
O 1.08581 -2.83507 0.50246 -3.01 3.19 -0.10
H 1.52680 1.47994 -0.88058 -0.02 -1.68 0.43
N 1.16666 -0.72686 -0.30481 7.96 2.58 2.04
H -1.94603 -1.86994 0.39212 3.17 0.54 -0.10
H -0.25864 2.30188 1.08650 1.14 -3.95 -0.77
H 0.79624 0.67457 1.70963 -1.87 0.60 -0.67
H -0.53712 1.79622 -1.22182 -1.83 -1.85 -1.04
C 0.09175 1.05110 0.87718 -0.32 1.88 0.88
C 0.48173 -1.75234 0.25733 -1.73 -2.96 -0.30
C -0.61660 0.62519 -1.18584 1.99 3.98 2.09
H -0.71058 0.05590 -2.13139 -0.23 0.41 0.89
N -1.00151 -1.37485 0.17933 1.18 1.35 1.46